A structure of composition C29H44AlBrCl3FN3O4 in a non-equilibrium geometry. Source: the Open Molecules 2025 dataset; level of theory: wB97M-V/def2-TZVPD.

XYZ file:
```
86
C29H44AlBrCl3FN3O4, DFT wB97M-V/def2-TZVPD
C 4.01 3.36 3.33
C 2.83 3.31 4.27
O 2.53 4.23 4.94
O 2.16 2.12 4.36
C 1.50 1.73 3.16
C 1.46 0.21 3.04
C 2.82 -0.45 2.75
C 2.92 -1.22 1.41
C 4.02 -0.67 0.47
C 3.54 0.67 -0.09
C 2.29 0.63 -0.79
C 1.69 1.75 -1.32
C 0.36 1.73 -2.03
C -0.48 0.45 -1.88
C -0.91 0.10 -0.44
C -0.70 -1.40 -0.14
C -2.38 0.40 -0.12
C -2.69 1.89 0.08
C -1.68 2.60 0.95
C -1.47 3.94 0.83
C -1.33 4.83 2.03
C -1.39 4.65 -0.50
C 2.36 3.00 -1.20
N 1.80 4.12 -1.76
C 2.50 5.22 -1.61
C 3.74 5.26 -0.94
N 4.33 4.21 -0.41
C 3.59 3.07 -0.55
C 4.12 1.89 -0.01
O 5.41 2.13 0.63
H 4.75 4.07 3.68
H 3.66 3.66 2.34
H 4.43 2.36 3.23
H 1.89 2.18 2.25
H 0.46 2.06 3.23
H 1.11 -0.15 4.01
H 0.68 -0.09 2.34
H 3.65 0.26 2.86
H 2.99 -1.19 3.54
H 3.20 -2.25 1.63
H 1.96 -1.30 0.90
H 4.14 -1.37 -0.35
H 4.92 -0.59 1.08
H 1.82 -0.33 -0.90
H 0.53 1.86 -3.10
H -0.23 2.59 -1.73
H 0.09 -0.38 -2.31
H -1.38 0.53 -2.50
H -0.25 0.64 0.24
H -1.68 -1.89 -0.39
H -0.53 -1.60 0.91
H 0.04 -1.88 -0.78
H -3.00 0.02 -0.95
H -2.64 -0.18 0.77
H -3.66 1.96 0.58
H -2.82 2.35 -0.90
H -1.15 2.05 1.72
H -1.88 4.46 2.88
H -1.81 5.78 1.75
H -0.28 5.08 2.25
H -0.35 4.72 -0.80
H -1.91 4.13 -1.31
H -1.82 5.65 -0.41
H 2.10 6.13 -2.04
H 4.26 6.21 -0.88
H 5.86 2.86 0.16
Al -2.80 -2.92 -1.28
C -2.50 -6.67 -2.89
O -2.30 -5.61 -2.29
N -3.62 -6.98 -3.53
C -3.79 -8.25 -4.22
C -4.72 -6.02 -3.54
H -1.74 -7.46 -2.94
H -3.99 -8.07 -5.28
H -4.64 -8.79 -3.79
H -2.90 -8.86 -4.12
H -4.38 -5.09 -4.00
H -5.02 -5.81 -2.52
H -5.56 -6.42 -4.10
Br 6.47 0.81 1.49
C -5.98 -8.51 -0.17
Cl -5.60 -6.82 0.17
Cl -6.92 -8.65 -1.66
Cl -4.50 -9.47 -0.28
H -6.57 -8.90 0.65
F -3.04 6.30 2.86
```

Output
Total charge ... +1
Energy ... -160355.1850 eV
Lowest unoccupied orbital energy ... -6.256 eV
Orbital gap ... 1.41 eV
E_HOMO ... -7.665 eV

Atomic partial charges in e from the Mulliken method, atoms 1 to 2: -0.4442 0.4899


A structure of composition C29H44BrN3P2Pd in a non-equilibrium geometry. Source: the Open Molecules 2025 dataset; level of theory: wB97M-V/def2-TZVPD.

XYZ file:
```
80
C29H44BrN3P2Pd, DFT wB97M-V/def2-TZVPD
C -0.21 6.76 -3.50
C -0.37 5.41 -3.83
C -0.69 5.18 -5.18
C -0.79 6.25 -6.10
N -0.61 7.53 -5.75
C -0.32 7.78 -4.47
C -0.19 4.33 -2.85
C 0.17 3.72 -1.84
C 0.30 2.86 -0.72
C 1.07 3.10 0.42
C 1.01 2.19 1.49
C 0.21 1.15 1.36
C -0.81 1.00 0.35
C -0.51 1.75 -0.84
Pd -0.59 -0.95 -0.39
P 2.16 -1.11 1.15
H -0.86 4.17 -5.53
H 0.02 7.03 -2.47
H -1.03 6.05 -7.16
H -0.18 8.84 -4.19
H -1.04 1.54 -1.80
H 1.72 3.92 0.55
H -1.88 0.64 0.45
H 1.56 2.39 2.39
C 2.38 -2.78 1.97
C 3.44 -3.70 1.38
H 1.41 -3.32 1.97
H 2.60 -2.60 3.04
H 3.58 -4.59 2.01
H 3.19 -4.07 0.38
H 4.43 -3.25 1.29
C 2.38 -1.36 -0.63
C 3.39 -0.42 -1.26
H 1.39 -1.15 -1.11
H 2.61 -2.41 -0.80
H 3.32 -0.53 -2.35
H 3.18 0.63 -1.02
H 4.42 -0.66 -0.99
C 3.69 -0.20 1.67
C 4.96 -1.01 1.72
H 3.48 0.22 2.66
H 3.74 0.66 1.01
H 5.77 -0.36 2.08
H 4.86 -1.83 2.44
H 5.26 -1.40 0.75
Br 1.09 0.21 3.30
P -1.73 -2.82 -0.79
C -0.05 -3.51 -0.92
C 0.06 -4.95 -1.44
H 0.39 -3.40 0.08
H 0.46 -2.82 -1.62
H 1.11 -5.15 -1.70
H -0.25 -5.67 -0.68
H -0.55 -5.09 -2.34
C -2.48 -2.83 0.90
C -3.85 -3.50 1.05
H -2.52 -1.76 1.23
H -1.72 -3.33 1.52
H -4.07 -3.62 2.12
H -4.64 -2.89 0.59
H -3.85 -4.49 0.57
C -2.06 -1.46 -1.91
C -2.45 -1.96 -3.32
H -1.09 -0.86 -1.97
H -2.82 -0.83 -1.46
H -2.87 -1.13 -3.89
H -1.61 -2.37 -3.88
H -3.22 -2.74 -3.23
C -2.67 0.64 5.87
N -2.64 0.70 4.40
C -3.19 1.72 3.63
C -3.03 1.36 2.31
N -2.48 0.10 2.30
C -2.17 -0.24 3.53
H -3.41 1.39 6.22
H -2.98 -0.36 6.20
H -1.70 0.89 6.32
H -3.63 2.60 4.04
H -3.32 1.89 1.41
H -1.69 -1.16 3.81
```

Output
Energy ... -127347.0400 eV
Lowest unoccupied orbital energy (alpha / beta) ... -0.808 / -0.807 eV
Orbital gap (alpha / beta) ... 4.85 / 4.85 eV
E_HOMO (alpha / beta) ... -5.661 / -5.661 eV

Atomic partial charges in e from the Mulliken method, atoms 1 to 2: -0.2027 0.2173


A cluster of 11 separate species, C29H44Cl8O21 in total in a non-equilibrium geometry. Source: the Open Molecules 2025 dataset; level of theory: wB97M-V/def2-TZVPD.

XYZ file:
```
102
C29H44Cl8O21, DFT wB97M-V/def2-TZVPD
C -1.34 1.43 6.07
C -2.49 0.50 5.80
O -2.88 0.94 4.48
C -1.80 1.43 3.87
O -1.73 1.81 2.74
O -0.80 1.60 4.77
H -0.62 1.15 6.84
H -1.64 2.44 6.39
H -3.28 0.62 6.54
H -2.16 -0.53 5.74
C -4.30 4.46 1.93
C -2.87 4.40 1.28
O -2.06 4.87 2.35
C -2.76 5.37 3.34
O -2.29 5.95 4.28
O -4.07 5.16 3.14
H -4.69 3.45 1.98
H -4.86 5.18 1.32
H -2.73 4.97 0.37
H -2.61 3.37 1.04
C 3.83 2.11 -2.52
C 5.14 2.78 -2.17
O 5.76 1.83 -1.33
C 4.82 1.06 -0.76
O 5.00 0.40 0.21
O 3.67 1.16 -1.46
H 3.99 1.53 -3.44
H 3.01 2.80 -2.69
H 5.04 3.77 -1.72
H 5.75 2.90 -3.07
C 1.34 -0.08 -4.71
C -0.17 -0.34 -4.66
O -0.66 0.53 -5.68
C 0.27 1.42 -6.04
O 0.09 2.35 -6.76
O 1.42 1.17 -5.37
H 1.95 -0.75 -5.33
H 1.68 -0.07 -3.68
H -0.58 -0.11 -3.68
H -0.49 -1.35 -4.91
C -2.92 3.46 -4.42
C -3.76 4.38 -3.48
O -3.33 4.00 -2.17
C -2.33 3.12 -2.23
O -1.68 2.74 -1.30
O -2.18 2.67 -3.50
H -2.22 4.10 -4.95
H -3.56 2.83 -5.02
H -4.84 4.23 -3.53
H -3.52 5.42 -3.67
C 0.29 0.85 -1.12
C -0.46 0.68 0.22
O 0.15 -0.44 0.83
C 1.05 -1.00 -0.01
O 1.80 -1.90 0.28
O 1.14 -0.26 -1.09
H 0.85 1.78 -1.07
H -0.38 0.92 -1.97
H -1.51 0.54 -0.06
H -0.33 1.59 0.80
C -0.09 -4.64 -0.17
C -1.58 -4.47 -0.04
O -2.05 -5.82 -0.08
C -1.10 -6.56 0.50
O -1.17 -7.70 0.85
O 0.10 -5.93 0.46
H 0.45 -3.86 0.37
H 0.24 -4.78 -1.20
H -2.01 -3.88 -0.86
H -1.92 -3.91 0.83
Cl 5.20 -1.82 -4.41
C 4.75 -3.07 -3.20
C 3.55 -2.65 -2.38
Cl 2.01 -2.99 -3.23
H 5.65 -3.30 -2.65
H 4.38 -3.92 -3.78
H 3.49 -1.66 -1.94
H 3.51 -3.26 -1.48
Cl -4.64 0.97 -0.78
C -5.39 0.05 0.54
C -4.31 -0.48 1.45
Cl -3.38 -1.68 0.51
H -5.92 -0.77 0.06
H -6.14 0.66 1.03
H -4.70 -1.01 2.31
H -3.64 0.30 1.80
Cl -0.03 -3.22 3.23
C 0.18 -1.65 4.01
C 1.59 -1.11 3.93
Cl 2.70 -2.12 4.94
H -0.09 -1.74 5.07
H -0.59 -0.99 3.60
H 1.57 -0.12 4.39
H 1.98 -1.12 2.92
Cl 5.58 -3.75 3.81
C 4.78 -4.71 2.52
C 4.11 -3.77 1.54
Cl 5.37 -3.00 0.51
H 4.01 -5.32 2.98
H 5.50 -5.33 1.99
H 3.57 -2.99 2.07
H 3.36 -4.26 0.93
```

Output
Energy ... -173964.5806 eV
Lowest unoccupied orbital energy ... 0.008 eV
ΔE to the lowest compared entry with this formula, charge and spin ... 0.0 kJ/mol
SMILES string ... O=C1OCCO1.O=C1OCCO1.O=C1OCCO1.O=C1OCCO1.O=C1OCCO1.O=C1OCCO1.O=C1OCCO1.ClCCCl.ClCCCl.ClCCCl.ClCCCl
Orbital gap ... 10.20 eV
E_HOMO ... -10.192 eV

Atomic partial charges in e from the Mulliken method, atoms 1 to 2: -0.4726 -0.2394


A cluster of 6 separate species, C29H44ClFN6O4 in total in a non-equilibrium geometry. Source: the Open Molecules 2025 dataset; level of theory: wB97M-V/def2-TZVPD.

XYZ file:
```
85
C29H44ClFN6O4, DFT wB97M-V/def2-TZVPD
C -6.43 1.40 2.93
C -6.01 0.85 1.95
C -5.13 0.38 0.87
C -4.37 1.53 0.22
O -5.13 2.32 -0.65
N -6.20 1.59 -1.36
O -5.84 1.22 -2.39
O -3.28 1.00 -0.55
C -2.28 1.96 -0.54
O -1.72 2.35 -1.49
C -2.17 2.31 0.92
C -1.43 1.26 1.78
C -0.82 0.09 1.04
F -2.29 0.75 2.77
C -3.67 2.48 1.26
Cl -4.17 4.17 1.05
H -6.80 1.88 3.80
H -4.38 -0.31 1.27
H -5.73 -0.19 0.15
H -1.74 3.28 1.17
H -0.65 1.80 2.32
H -0.04 -0.35 1.66
H -0.37 0.40 0.10
H -1.61 -0.65 0.87
H -3.86 2.27 2.31
C 4.23 -0.64 -0.65
C 3.77 0.77 -0.30
C 3.73 1.02 1.21
C 2.73 0.19 1.88
N 1.93 -0.45 2.40
H 3.53 -1.39 -0.28
H 4.29 -0.75 -1.73
H 5.22 -0.85 -0.23
H 2.79 0.95 -0.73
H 4.45 1.50 -0.74
H 3.49 2.07 1.40
H 4.70 0.83 1.66
C -4.77 -4.32 4.20
C -4.83 -2.85 4.60
C -6.21 -2.23 4.37
C -6.57 -2.18 2.96
N -6.84 -2.12 1.84
H -4.95 -4.45 3.13
H -3.79 -4.74 4.42
H -5.51 -4.91 4.75
H -4.08 -2.29 4.04
H -4.58 -2.76 5.66
H -6.22 -1.21 4.76
H -6.97 -2.79 4.91
C 1.35 -1.13 -5.89
C 2.76 -1.72 -5.92
C 2.91 -2.93 -5.00
C 2.76 -2.58 -3.59
N 2.66 -2.30 -2.48
H 1.09 -0.75 -4.91
H 1.27 -0.30 -6.60
H 0.60 -1.88 -6.17
H 3.48 -0.95 -5.65
H 2.99 -2.03 -6.94
H 3.90 -3.37 -5.14
H 2.19 -3.70 -5.26
C 0.67 3.93 4.43
C -0.08 3.30 5.60
C -1.49 2.85 5.21
C -2.36 3.97 4.85
N -3.04 4.85 4.57
H 0.18 4.84 4.08
H 1.69 4.20 4.72
H 0.74 3.24 3.59
H -0.13 4.01 6.42
H 0.48 2.44 5.95
H -1.95 2.31 6.04
H -1.44 2.15 4.38
C 7.06 -0.75 -4.77
C 7.46 -2.06 -5.43
C 7.47 -1.98 -6.96
C 6.13 -1.74 -7.50
N 5.08 -1.57 -7.93
H 6.04 -0.47 -5.03
H 7.12 -0.84 -3.68
H 7.72 0.06 -5.07
H 6.79 -2.86 -5.11
H 8.46 -2.34 -5.10
H 7.86 -2.91 -7.38
H 8.13 -1.18 -7.30
```

Output
Energy ... -63151.2521 eV
Lowest unoccupied orbital energy ... -0.135 eV
SMILES string ... C#CC[C@]1(ON=O)OC(=O)[C@H]([C@H](C)F)[C@H]1Cl.CCCC#N.CCCC#N.CCCC#N.CCCC#N.CCCC#N
Orbital gap ... 9.90 eV
E_HOMO ... -10.030 eV

Atomic partial charges in e from the Mulliken method, atoms 1 to 2: -0.1521 -0.3815


A structure of composition C29H44ClNO6PPdS2Si. Source: the Open Molecules 2025 dataset; level of theory: wB97M-V/def2-TZVPD.

XYZ file:
```
86
C29H44ClNO6PPdS2Si, DFT wB97M-V/def2-TZVPD
Pd -0.67 0.26 -0.36
S -1.10 -0.43 2.11
C -1.84 -1.79 1.37
N -1.85 -1.93 0.08
C -2.52 -3.06 -0.31
C -2.69 -3.45 -1.64
C -3.42 -4.59 -1.90
C -3.97 -5.34 -0.86
C -3.80 -4.97 0.47
C -3.07 -3.82 0.73
S -2.68 -3.06 2.25
H -2.24 -2.85 -2.42
H -3.57 -4.91 -2.92
H -4.54 -6.23 -1.09
H -4.23 -5.55 1.27
C 2.40 -2.44 1.77
C 3.04 -1.23 2.45
C 2.66 -1.21 3.93
C 4.56 -1.25 2.27
O 2.54 -0.02 1.90
Si 2.18 0.34 0.35
O 1.14 -0.59 -0.40
O 3.65 0.45 -0.41
C 3.87 0.49 -1.82
C 3.09 1.64 -2.44
C 5.38 0.73 -1.97
C 3.48 -0.84 -2.45
O 1.46 1.82 0.40
C 1.73 2.98 1.17
C 3.23 3.15 1.40
C 1.19 4.16 0.36
C 0.99 2.85 2.50
H 2.74 -3.36 2.24
H 2.66 -2.48 0.71
H 1.31 -2.37 1.84
H 3.03 -2.09 4.44
H 1.58 -1.17 4.02
H 3.09 -0.32 4.40
H 4.98 -2.17 2.70
H 5.00 -0.40 2.78
H 4.82 -1.20 1.22
H 3.41 2.59 -2.01
H 2.02 1.53 -2.26
H 3.26 1.67 -3.52
H 5.65 1.68 -1.52
H 5.66 0.74 -3.02
H 5.93 -0.06 -1.47
H 2.42 -1.03 -2.29
H 4.05 -1.65 -1.99
H 3.68 -0.83 -3.52
H 3.76 3.16 0.45
H 3.62 2.32 2.00
H 3.43 4.08 1.93
H 1.77 4.28 -0.56
H 1.25 5.09 0.93
H 0.16 3.97 0.08
H 1.35 1.97 3.03
H -0.08 2.72 2.32
H 1.14 3.73 3.12
C -2.72 2.89 0.16
P -2.68 1.16 -0.41
C -3.43 1.26 -2.07
C -4.01 0.34 0.53
C -4.74 -0.68 -0.07
C -5.73 -1.35 0.64
C -6.00 -1.00 1.95
C -5.27 0.02 2.56
C -4.28 0.68 1.85
H -2.32 2.96 1.17
H -3.74 3.29 0.14
H -2.09 3.46 -0.51
H -4.48 1.55 -2.01
H -3.32 0.29 -2.56
H -2.86 1.99 -2.64
H -4.53 -0.98 -1.08
H -6.27 -2.16 0.17
H -6.76 -1.52 2.51
H -5.47 0.29 3.59
H -3.70 1.44 2.35
Cl 0.95 -0.02 -5.39
C -0.15 1.14 -4.59
C -0.49 0.73 -3.14
O -0.41 1.67 -2.30
O -0.86 -0.42 -2.91
H -1.06 1.15 -5.19
H 0.33 2.11 -4.62
```

Output
Total charge ... -1
Energy ... -99412.1995 eV
Lowest unoccupied orbital energy ... 2.474 eV
ΔE to the lowest compared entry with this formula, charge and spin ... 0.0 kJ/mol
Orbital gap ... 7.40 eV
E_HOMO ... -4.925 eV

Atomic partial charges in e from the Mulliken method, atoms 1 to 2: 0.4431 -0.3862